Record 1
This record from OMol25 describes 2 unconnected molecules or ions with the total composition C25H26F4NO2 at a distorted geometry. The level of theory is ωB97M-V with the def2-TZVPD basis set.

```
58
Properties=species:S:1:pos:R:3:forces:R:3
F 2.5030 -5.1987 4.7963 -0.236 1.726 -1.015
C 2.3768 -3.9851 4.1507 -0.040 -1.030 0.542
C 3.5241 -3.4132 3.5914 -0.505 0.443 -0.229
C 3.3578 -2.1983 2.9202 1.120 0.426 -0.591
F 4.4441 -1.6228 2.2947 -1.448 -0.848 0.920
C 2.1433 -1.5506 2.8409 -0.671 0.267 0.251
C 1.0126 -2.0840 3.5154 0.757 -1.130 -0.567
C -0.1390 -1.2557 3.5770 0.468 0.476 1.009
C -1.0119 -1.1400 4.6808 -1.003 -0.138 0.699
C -2.0808 -0.1946 4.6117 0.335 -0.147 -0.227
C -2.9656 -0.0752 5.6651 -0.956 0.988 -0.058
F -3.9347 0.9048 5.5995 1.295 -1.560 0.117
C -2.9207 -0.9063 6.7942 0.426 0.210 -0.584
C -1.8486 -1.7973 6.8758 0.218 -1.016 0.685
F -1.7670 -2.6273 7.9764 -0.053 1.318 -1.578
C -0.8877 -1.9058 5.8826 -0.108 -0.099 -0.097
C 1.1284 -3.3818 4.0916 0.114 0.247 0.411
H 4.4935 -3.8928 3.6412 -0.075 -0.038 0.022
H 2.0068 -0.5931 2.3484 0.432 -0.228 0.011
H -0.2325 -0.4828 2.8135 -0.056 -0.192 -0.023
H -2.1659 0.4076 3.7103 -0.242 0.064 0.293
H -3.6692 -0.8504 7.5748 0.064 0.082 -0.004
H -0.0481 -2.5793 6.0029 -0.202 0.144 0.279
H 0.2538 -3.8831 4.4983 0.301 -0.065 -0.128
C 2.4924 0.3940 0.0310 -0.138 0.174 -0.293
O 1.5474 1.3095 -0.5449 0.285 0.067 0.252
C 1.5722 1.4370 -1.8866 1.163 -1.039 -1.503
O 2.2006 0.7023 -2.6298 -0.539 0.887 1.242
C 0.7573 2.6180 -2.3768 -0.481 -0.415 -0.059
C 1.6495 3.7575 -2.9282 0.021 0.019 0.595
C 1.3435 3.8991 -4.4145 -0.053 -0.201 -0.541
C 0.1843 2.9507 -4.7141 -0.060 0.507 -0.765
N -0.0761 2.2364 -3.4918 0.197 1.474 0.711
C -0.9848 1.2271 -3.5300 0.011 -2.366 0.279
C -0.9227 0.0541 -2.8080 -0.106 1.931 -0.663
C -1.4132 -1.1968 -3.4402 -0.684 -0.720 0.165
C -2.6007 -1.0247 -4.4282 0.028 -0.179 -0.329
C -3.1420 0.4044 -4.5686 0.258 -0.014 0.184
C -1.9811 1.3892 -4.6589 -0.108 -0.436 -0.351
H 2.7075 0.7834 1.0264 0.043 0.040 -0.102
H 2.0454 -0.6020 0.1013 0.119 0.043 -0.160
H 3.4086 0.3558 -0.5648 -0.204 -0.078 0.096
H 0.1611 2.9467 -1.5129 -0.044 0.080 -0.220
H 1.3964 4.6664 -2.3795 0.176 -0.021 -0.081
H 2.7041 3.5351 -2.7664 -0.037 0.070 0.090
H 1.0703 4.9203 -4.6871 0.147 -0.072 0.106
H 2.1879 3.6011 -5.0408 0.051 0.186 0.243
H -0.7007 3.5100 -5.0559 0.265 -0.058 0.112
H 0.4377 2.2566 -5.5402 -0.003 0.228 0.412
H -0.3532 -0.0334 -1.8816 0.146 0.054 -0.442
H -0.5972 -1.6850 -4.0104 -0.117 0.360 0.332
H -1.6517 -1.9198 -2.6537 -0.242 -0.069 -0.095
H -2.2339 -1.3357 -5.4150 -0.179 0.068 0.083
H -3.4022 -1.7248 -4.1747 0.034 0.137 -0.011
H -3.7332 0.5055 -5.4877 -0.019 -0.176 0.252
H -3.7889 0.6896 -3.7277 0.157 -0.176 -0.091
H -2.3741 2.4151 -4.6553 0.142 -0.202 0.112
H -1.4830 1.2632 -5.6379 -0.161 -0.003 0.300
```
Positions in Å, forces in eV/Å.

Output
Relative energy (zero: lowest compared OMol25 entry of this formula, charge and spin)   25.4 kcal/mol
HOMO level   -8.8 eV
HOMO-LUMO gap   1.8 eV
Charge   +1
Electronic energy   -1572.583517 hartree


Record 2
This record from OMol25 describes a molecular structure, C25H26F6N5O7PtSSb at a distorted geometry. The level of theory is ωB97M-V with the def2-TZVPD basis set.

```
72
Properties=species:S:1:pos:R:3:forces:R:3
Pt 0.6982 0.4755 0.1051 0.769 0.655 -0.253
C 1.5524 1.1434 -3.1783 -0.055 0.107 0.017
C 0.8328 2.2352 -2.4598 -0.003 -0.043 0.135
C 0.6718 3.4817 -3.0678 -0.022 -0.080 -0.063
C -0.0364 4.4782 -2.4459 -0.089 0.075 0.067
C -0.6191 4.2240 -1.2077 -0.015 0.185 -0.141
C -0.4306 2.9995 -0.6269 -0.062 -0.099 -0.181
N 0.3051 2.0272 -1.2385 0.375 -0.121 -0.183
C -1.0031 2.6583 0.6811 -0.038 -0.114 0.206
C -1.7835 3.4635 1.4867 -0.035 0.051 -0.018
C -2.1670 2.9813 2.7291 -0.089 0.074 0.090
C -1.7534 1.7376 3.1746 -0.028 0.008 0.035
C -0.9695 0.9645 2.3374 0.021 0.252 -0.070
N -0.6756 1.4446 1.1289 -0.215 -0.407 -0.387
C -0.3331 -0.3161 2.6498 -0.114 -0.177 -0.033
C -0.4970 -0.9289 3.8615 -0.036 -0.106 0.141
C 0.1643 -2.1290 4.1039 -0.072 0.035 0.042
C 0.9516 -2.6593 3.1173 -0.077 -0.116 -0.051
C 1.1150 -2.0010 1.8958 -0.118 -0.080 -0.199
C 2.0295 -2.5786 0.8702 -0.074 -0.043 0.065
N 0.4556 -0.8515 1.6744 0.488 0.108 0.069
H 1.9539 1.5225 -4.1144 0.018 0.032 0.027
H 2.3633 0.7284 -2.5898 0.017 -0.088 0.058
H 0.8525 0.3443 -3.4163 -0.025 -0.025 -0.025
H 1.1207 3.6376 -4.0383 -0.005 0.006 0.018
H -0.1531 5.4457 -2.9152 0.006 -0.002 0.013
H -1.1988 4.9821 -0.7035 0.004 0.002 -0.022
H -2.0804 4.4510 1.1683 0.006 -0.006 0.000
H -2.7761 3.6013 3.3737 0.011 -0.019 -0.017
H -2.0197 1.3930 4.1619 0.007 0.001 -0.009
H -1.1202 -0.4780 4.6185 0.007 -0.017 0.002
H 0.0628 -2.6279 5.0580 0.001 0.013 -0.004
H 1.4909 -3.5827 3.2711 0.001 0.014 0.000
H 2.5184 -3.4611 1.2742 0.003 0.020 0.040
H 1.4783 -2.8782 -0.0168 -0.014 -0.022 -0.006
H 2.7871 -1.8591 0.5731 -0.046 -0.042 -0.025
C -2.8813 0.0444 -3.4933 -0.008 -0.008 -0.001
C -3.4845 -1.0368 -2.6015 0.005 0.033 -0.044
C -2.4222 -1.8580 -1.8517 0.063 0.016 0.037
C -3.0951 -2.8833 -0.9091 -0.005 0.001 0.008
C -2.1154 -3.6485 -0.0244 0.003 0.005 -0.013
C -1.6132 -2.6281 -2.8706 0.022 -0.013 0.026
O -2.1155 -3.3450 -3.6971 0.046 0.019 0.050
N -0.2403 -2.4889 -2.7954 0.029 0.000 -0.084
C 0.5005 -1.6765 -1.9586 -0.075 -0.146 -0.001
O 1.7040 -1.6677 -2.0188 -0.103 0.011 -0.043
N -0.2265 -0.8930 -1.0652 -1.147 0.364 0.510
C -1.6164 -0.9063 -0.9810 0.064 -0.267 -0.187
O -2.2118 -0.1851 -0.2044 0.262 -0.036 -0.022
H -3.6616 0.5660 -4.0469 0.017 -0.004 0.019
H -2.1930 -0.3807 -4.2299 -0.028 0.015 0.027
H -2.3419 0.7935 -2.9025 -0.012 -0.034 -0.027
H -4.0645 -1.7394 -3.1990 -0.014 -0.005 -0.011
H -4.1472 -0.5958 -1.8576 -0.002 0.017 -0.010
H -3.6558 -3.5712 -1.5419 -0.004 -0.009 -0.019
H -3.8105 -2.3338 -0.2964 0.001 -0.014 0.013
H -1.3270 -4.1293 -0.6106 -0.030 0.005 0.020
H -2.6320 -4.4357 0.5242 0.004 0.033 0.000
H -1.6448 -2.9891 0.7125 0.011 -0.019 -0.035
H 0.3109 -3.0297 -3.4491 0.014 -0.020 -0.020
O 1.9468 1.9779 0.8171 -0.307 -0.205 0.449
S 3.2145 1.4652 0.1482 0.440 -0.350 -0.356
O 3.6965 2.2587 -0.9238 -0.123 0.186 0.256
O 2.7041 0.1105 -0.3489 -0.036 0.042 -0.178
O 4.2555 1.2741 1.1925 -0.132 -0.012 -0.073
F 2.7271 -0.3955 2.5754 0.471 0.224 0.166
Sb 4.0825 0.8052 3.1950 0.055 0.210 0.080
F 2.5261 1.8003 3.6172 -0.189 0.046 -0.041
F 4.9108 2.4549 3.4632 0.098 0.240 0.178
F 5.9957 0.3532 2.9914 0.046 -0.141 -0.094
F 4.9916 -1.1684 2.4766 0.073 -0.165 -0.063
F 4.1463 0.0128 4.8687 -0.010 -0.051 0.147
```
Positions in Å, forces in eV/Å.

Output
Spin multiplicity   2
Relative energy (zero: lowest compared OMol25 entry of this formula, charge and spin)   88.9 kcal/mol
HOMO level (alpha / beta)   -12.8 / -12.8 eV
HOMO-LUMO gap (alpha / beta)   8.0 / 7.7 eV
Charge   +1
Electronic energy   -3125.540002 hartree


Record 3
This record from OMol25 describes a molecular structure, C25H26HoN9OS2 at a distorted geometry. The level of theory is ωB97M-V with the def2-TZVPD basis set.

```
64
Properties=species:S:1:pos:R:3:forces:R:3
Ho 0.8123 0.1599 -0.6180 -0.185 -0.929 0.061
C -2.2215 -0.5280 4.7273 0.021 0.378 -0.448
C -2.7356 -0.8685 3.3236 0.220 -0.312 0.226
N -2.6251 0.2227 2.3691 0.500 0.616 -0.342
C -1.5487 0.5202 1.6206 -0.263 -0.111 -0.588
S -0.0572 -0.3500 1.9138 -0.104 0.241 -0.560
N -1.7896 1.4607 0.6912 -0.017 0.125 -0.320
N -0.8620 1.6666 -0.2941 -0.987 1.604 0.526
C -1.0605 2.6786 -1.1253 -0.919 -0.695 0.430
C -2.2860 3.5590 -1.1141 -0.135 -0.061 0.854
C -0.0715 2.8519 -2.1843 1.328 -0.030 -1.017
C -0.0924 3.8931 -3.1482 0.045 -1.130 0.812
C 0.9267 3.9988 -4.0839 0.399 -0.390 0.263
C 2.0182 3.1064 -4.0461 -1.118 -0.082 0.563
C 1.9573 2.0932 -3.0862 -0.620 0.275 -0.107
N 0.9421 1.9337 -2.1997 0.269 1.016 -0.871
H -2.3619 -1.3924 5.3723 0.067 0.027 0.109
H -2.7863 0.3227 5.1343 0.218 -0.255 -0.015
H -1.1514 -0.2666 4.6779 -0.433 -0.120 0.146
H -3.8019 -1.1358 3.3668 0.392 -0.060 -0.079
H -2.1462 -1.7082 2.9057 -0.502 0.272 0.255
H -3.3984 0.8610 2.2192 -0.023 -0.267 0.062
H -2.8928 3.2230 -0.2626 0.045 0.200 -0.362
H -2.8964 3.4685 -2.0351 0.528 0.083 0.361
H -2.0380 4.6242 -0.9213 -0.045 -0.578 -0.334
H -0.9262 4.5692 -3.1725 -0.132 0.216 0.044
H 0.8408 4.7898 -4.8183 0.257 -0.086 -0.077
H 2.8294 3.1444 -4.7610 -0.035 0.061 0.117
H 2.7317 1.3410 -3.0409 0.159 -0.059 -0.003
S -1.9455 -7.1344 -0.1236 0.375 1.103 -0.253
N -2.7256 -5.7222 -0.2931 -0.274 -0.048 0.039
C -1.8271 -4.7699 -0.4808 0.149 -0.716 0.181
C -2.0956 -3.3807 -0.7310 0.176 1.190 -0.383
C -3.3908 -2.8106 -0.7536 0.970 0.839 -0.388
C -3.5385 -1.4686 -1.1322 0.570 -1.056 -0.060
C -2.3799 -0.7738 -1.5142 -0.294 0.114 0.281
N -1.1422 -1.2420 -1.3527 0.040 -0.660 -0.181
C -0.9786 -2.5484 -0.9973 -0.626 0.297 0.418
C 0.4064 -3.0398 -0.8505 0.402 0.115 0.042
N 1.4248 -2.1313 -0.9411 -0.224 -0.968 -0.233
C 2.6875 -2.5826 -0.8831 -0.447 -0.295 0.057
C 3.0227 -3.9211 -0.6586 -1.014 -0.351 -0.027
C 1.9849 -4.8560 -0.5020 0.305 1.209 -0.331
C 0.6637 -4.4013 -0.6207 -0.102 0.378 0.089
C -0.4932 -5.2636 -0.4627 -0.232 -0.243 -0.151
N -0.4377 -6.5670 -0.2957 0.217 -0.614 0.275
H -4.2144 -3.4546 -0.5190 -0.423 -0.070 0.131
H -4.5121 -0.9891 -1.1732 0.198 -0.121 -0.111
H -2.4545 0.2135 -1.9711 -0.037 -0.111 0.390
H 3.4492 -1.8311 -1.0451 0.146 -0.045 0.175
H 4.0593 -4.2097 -0.6188 0.095 -0.077 0.022
H 2.1410 -5.9074 -0.3223 0.230 -0.098 0.053
C 4.3573 3.0493 2.3899 0.543 0.264 0.201
N 3.2723 2.4082 1.6239 0.611 0.331 0.308
C 1.9155 2.9188 1.8147 -0.891 -0.113 -0.271
C 3.5709 1.4406 0.8082 -1.015 -0.477 -0.181
O 2.6895 0.8482 0.1079 0.991 0.399 0.260
H 3.9227 3.7155 3.1579 0.311 -0.461 -0.513
H 5.0071 3.6318 1.7127 -0.363 -0.151 0.385
H 4.9656 2.2810 2.8855 -0.203 0.275 -0.090
H 1.9588 3.7389 2.5378 -0.065 -0.315 -0.203
H 1.2393 2.1174 2.1860 0.496 0.482 -0.196
H 1.4913 3.3207 0.8715 0.341 -0.265 0.390
H 4.5970 1.0819 0.7363 0.113 0.312 0.166
```
Positions in Å, forces in eV/Å.

Output
Spin multiplicity   5
Relative energy (zero: lowest compared OMol25 entry of this formula, charge and spin)   0.0 kcal/mol
HOMO level (alpha / beta)   -13.1 / -13.1 eV
HOMO-LUMO gap (alpha / beta)   7.0 / 7.0 eV
Charge   +2
Electronic energy   -3280.450789 hartree


Record 4
This record from OMol25 describes a molecular structure, C25H26LuN3O6S2 at a distorted geometry. The level of theory is ωB97M-V with the def2-TZVPD basis set.

```
63
Properties=species:S:1:pos:R:3:forces:R:3
Lu -4.3797 -16.9308 5.8194 -0.196 0.522 0.136
O -5.9592 -16.4301 4.2292 -0.577 0.623 0.321
S -6.8644 -15.5686 5.0706 2.014 -0.206 -0.551
O -8.1057 -16.1399 5.4253 -1.711 -0.318 -0.145
N -5.9287 -15.3508 6.3112 0.326 0.264 0.537
C -6.3149 -15.0676 7.6109 -0.937 0.056 1.710
C -7.4829 -14.4795 8.0962 -0.407 -0.118 -1.933
C -7.7346 -14.2798 9.4913 -0.417 -0.496 -2.118
C -6.8560 -14.6848 10.3953 2.085 -0.453 2.514
C -5.6418 -15.3295 9.9511 0.197 0.257 2.353
C -4.5893 -15.7228 10.8350 0.456 0.014 -0.850
C -3.4375 -16.3045 10.3155 -2.164 0.333 0.598
C -3.4470 -16.6412 8.9485 2.538 0.089 1.737
N -4.3358 -16.2510 8.1265 -1.450 0.278 -0.862
C -5.3996 -15.5571 8.6371 -0.922 0.363 -3.616
C -7.0809 -13.9817 4.3024 2.101 -0.482 -0.429
C -6.0276 -13.2787 3.6446 -1.515 0.396 0.290
C -6.2357 -11.9175 3.3517 0.519 -0.342 -1.088
C -7.4759 -11.3036 3.5994 1.082 -0.437 0.988
C -8.4515 -12.0715 4.2103 -0.631 1.303 0.381
C -8.2432 -13.3780 4.6110 -0.741 1.316 -0.974
H -8.2774 -14.2378 7.3224 1.017 -0.088 1.286
H -8.6916 -13.9331 9.7705 -0.780 0.682 0.291
H -6.9691 -14.5089 11.5112 -0.021 -0.324 -1.588
H -4.6998 -15.4793 11.8804 0.162 -0.097 0.191
H -2.6402 -16.5435 10.9755 0.643 -0.310 0.144
H -2.5711 -17.1020 8.5404 0.395 -0.593 -0.203
H -5.1570 -13.8204 3.3372 0.530 -0.014 0.086
H -5.4676 -11.3194 2.7935 -0.607 -0.825 0.804
H -7.5245 -10.2151 3.5164 -0.453 -0.457 -0.378
H -9.3932 -11.6131 4.5055 0.092 -0.007 -0.236
H -9.0582 -13.8752 5.0415 -0.777 -0.859 0.772
C -0.6488 -16.5653 4.3069 0.085 1.177 2.243
C -1.9988 -16.0973 3.7707 1.974 0.868 0.563
C -1.7409 -14.6249 3.2820 -1.049 -0.903 -2.823
C -2.4598 -17.0439 2.6867 -0.719 0.770 -1.853
O -2.8697 -16.0836 4.8871 -0.206 -0.157 -0.555
H 0.1909 -16.5572 3.6253 -0.100 -0.522 -0.427
H -0.8158 -17.4763 4.8823 0.501 -0.444 -0.445
H -0.3456 -15.8188 5.1120 -0.357 -0.732 -0.852
H -1.1071 -14.5566 2.3182 -0.572 -0.485 1.639
H -1.3123 -13.9816 4.0231 0.085 0.133 0.554
H -2.7038 -14.2284 2.9071 0.205 0.174 0.493
H -1.8199 -16.9486 1.7966 0.146 0.094 0.320
H -3.4482 -16.7514 2.2797 0.130 -0.141 0.437
H -2.4673 -18.1139 2.8717 0.039 0.043 0.716
N -6.0725 -18.7308 6.6327 0.744 0.537 -1.664
C -4.8879 -19.4711 6.3743 -0.314 -0.322 0.785
C -4.3008 -19.4525 5.1297 1.828 -0.795 0.214
C -3.0025 -19.9892 4.9633 0.096 0.439 0.743
C -2.2242 -20.4538 6.0284 -0.869 0.169 -0.466
C -2.8820 -20.4830 7.2369 -1.848 -0.496 1.603
C -4.2235 -20.0638 7.4258 1.065 -0.051 -0.048
S -0.4750 -21.0010 5.9404 -1.698 -0.821 1.127
O -0.4694 -22.2617 6.6583 -0.062 0.106 -0.194
O 0.1229 -19.9262 6.6832 0.792 0.889 -0.038
O -0.2736 -21.0971 4.5298 0.615 0.277 -1.109
H -6.8141 -18.9882 6.0393 -0.915 0.038 -1.828
H -6.4973 -18.9632 7.4666 -0.329 -0.241 2.877
H -4.8167 -19.1086 4.2833 -0.827 0.526 -1.244
H -2.5532 -19.9460 4.0073 0.342 -0.180 -0.929
H -2.4575 -20.9517 8.1081 0.633 -0.039 0.040
H -4.8053 -20.1849 8.3472 0.734 0.023 -0.044
```
Positions in Å, forces in eV/Å.

Output
Relative energy (zero: lowest compared OMol25 entry of this formula, charge and spin)   9.5 kcal/mol
HOMO level   -8.2 eV
HOMO-LUMO gap   7.2 eV
Electronic energy   -3615.950835 hartree